1.
The following is a quantum chemistry calculation of C38H46BBr4Ge2N6O2RuS2Se as an isolated structure, from OMol25.

Geometry as XYZ:
```
103
Properties=species:S:1:pos:R:3:lowdin_charge:R:1
Ru -0.21343 -0.25330 -0.64790 0.811
C -1.15258 0.41937 4.78882 -0.182
C -1.08385 0.56368 3.28062 -0.329
Ge 0.69443 -0.15093 2.54962 0.912
C 1.54322 -2.00636 2.69732 -0.391
C 1.91289 -2.32604 4.13151 -0.190
C 2.00389 0.84572 3.71638 -0.236
C 2.78206 1.60349 2.95685 -0.366
Ge 2.08468 1.43159 1.02313 0.862
C 1.24254 3.31227 0.81090 -0.348
C 2.02034 4.42809 0.13458 -0.167
C 3.68271 0.55193 0.05454 -0.404
C 4.75039 1.43519 -0.55803 -0.175
C 3.91357 2.43737 3.33377 -0.232
C 4.42929 2.46557 4.63279 -0.027
C 5.52256 3.25605 4.93446 -0.086
C 6.12655 4.03009 3.95692 -0.096
C 5.61740 4.02259 2.66965 -0.079
C 4.52256 3.23653 2.36990 -0.071
H -2.04701 0.90728 5.17579 0.071
H -0.28223 0.87807 5.25412 0.051
H -1.18823 -0.62977 5.07224 0.028
H -1.11294 1.61914 2.99809 0.056
H -1.92297 0.06534 2.80167 0.046
H 2.43183 -1.99541 2.05777 0.035
H 0.86415 -2.75290 2.29808 -0.003
H 2.65415 -1.62363 4.50679 0.055
H 2.32369 -3.33236 4.19513 0.073
H 1.03199 -2.28128 4.76799 0.037
H 2.10430 0.75152 4.78836 0.050
H 1.00460 3.60230 1.83672 0.065
H 0.30013 3.15427 0.28565 0.012
H 2.86640 4.74676 0.73756 0.051
H 1.37392 5.29586 0.00034 0.073
H 2.38531 4.11447 -0.84201 0.041
H 3.24909 -0.07754 -0.72268 -0.049
H 4.12297 -0.10685 0.80463 0.065
H 4.30326 2.17467 -1.21598 0.044
H 5.44139 0.83115 -1.14391 0.071
H 5.32412 1.94519 0.20755 0.049
H 3.97271 1.86494 5.40542 0.106
H 5.91375 3.26912 5.94184 0.101
H 6.98790 4.63536 4.19582 0.098
H 6.07544 4.62444 1.89800 0.103
H 4.11567 3.22025 1.37137 0.058
C 2.22966 3.25254 -4.10721 -0.034
N 0.91567 3.38183 -3.54653 -0.117
C -0.06600 4.25719 -3.92009 -0.030
C -1.14177 3.99839 -3.13836 -0.038
N -0.82812 2.98028 -2.27994 0.007
B -1.86968 2.35365 -1.31278 -0.450
N -2.93009 1.68048 -2.20163 0.007
C -4.26079 1.98417 -2.28028 -0.043
C -4.83931 1.16188 -3.18878 -0.038
N -3.85684 0.33684 -3.67147 -0.110
C -4.01922 -0.71350 -4.63616 -0.072
C -2.70133 0.66637 -3.05202 -0.686
S -1.20644 -0.02535 -3.40236 0.792
C 0.43013 2.60632 -2.54898 -0.688
S 1.39316 1.39473 -1.84969 0.679
H 2.24230 3.63961 -5.12370 0.098
H 2.49873 2.19634 -4.10953 0.066
H 2.96136 3.79351 -3.50271 0.096
H 0.07525 4.98175 -4.69579 0.122
H -2.11128 4.45330 -3.12862 0.128
H -2.36404 3.19509 -0.64708 0.091
H -1.30252 1.48103 -0.62321 0.042
H -4.68789 2.75047 -1.66727 0.121
H -5.85096 1.09682 -3.53372 0.122
H -5.03279 -1.11003 -4.57374 0.079
H -3.31001 -1.51039 -4.41138 0.041
H -3.82632 -0.35264 -5.64991 0.100
Br -4.04748 -5.32134 3.00489 0.692
C -3.50295 -4.03101 1.73502 -0.771
C -4.18234 -3.92608 0.52475 -0.772
Br -5.61372 -5.10284 0.12515 0.683
C -3.80233 -2.96209 -0.39439 -0.639
Br -4.77000 -2.72178 -1.99528 0.818
C -2.70372 -2.11701 -0.18373 -0.461
O -2.31271 -1.25782 -1.03444 -0.223
C -1.97248 -2.25267 1.06557 -0.421
O -0.93929 -1.50721 1.20541 -0.338
C -2.43418 -3.18298 2.00639 -0.610
Br -1.56652 -3.28220 3.68489 0.830
C 1.76106 -1.60796 -3.99029 -0.053
N 0.69338 -2.45189 -3.53702 -0.098
C 0.41121 -2.73386 -2.24956 -0.711
Se 1.44061 -2.32358 -0.78799 0.822
N -0.69032 -3.52034 -2.20779 0.159
C -1.18278 -3.68008 -3.48166 -0.174
C -2.30015 -4.32672 -3.98012 -0.024
C -2.52820 -4.22080 -5.34100 -0.083
C -1.65743 -3.52919 -6.17796 -0.083
C -0.51597 -2.91940 -5.69375 -0.009
C -0.29681 -2.98857 -4.32860 -0.208
H 2.42673 -1.40414 -3.15031 0.046
H 1.35705 -0.66445 -4.36326 0.063
H 2.31687 -2.11340 -4.77943 0.104
H -1.12447 -3.82404 -1.34897 0.158
H -2.97497 -4.87552 -3.34546 0.102
H -3.40714 -4.68207 -5.75725 0.107
H -1.88315 -3.46477 -7.22957 0.104
H 0.15400 -2.38109 -6.34134 0.113
```

As for the HOMO-LUMO gap (spin up / spin down): 3.94 / 5.17 eV. For the energy relative to the best compared isomer or geometry (same formula, charge and spin), the calculation gives 20.5 kcal per mole. The multiplicity is 2. Its expectation value of S² is 0.9569. As for the total energy: -536664.5237 eV. The value obtained for the lowest unoccupied orbital energy (spin up / spin down) is -0.092 / -0.050 Eh. For the HOMO energy (spin up / spin down), the calculation gives -0.2367 / -0.2406 hartree.

---

2.
The following is a quantum chemistry calculation of a 10-piece molecular cluster, C38H46Cl8N6 overall, from OMol25.

Geometry as XYZ:
```
98
Properties=species:S:1:pos:R:3:lowdin_charge:R:1
Cl 3.80439 -0.69724 -5.21961 0.619
C 4.59619 0.80384 -5.32944 -0.749
C 4.47772 1.35762 -6.73727 -0.601
Cl 5.77076 2.63858 -7.13806 0.468
H 5.62710 0.51041 -5.13139 0.061
H 4.10822 1.47556 -4.62320 0.073
H 3.44457 1.69998 -6.79630 0.072
H 4.70614 0.53289 -7.41235 0.054
Cl -0.78950 6.47824 -5.30415 0.509
C -0.54617 4.77957 -5.88409 -0.617
C -0.22834 3.92838 -4.54601 -0.654
Cl -0.31089 2.21817 -5.00489 0.527
H 0.22680 4.73813 -6.65149 0.062
H -1.43986 4.42403 -6.39694 0.055
H -1.00947 4.16697 -3.82420 0.055
H 0.75802 4.17520 -4.15325 0.065
Cl 0.48776 -2.55810 -0.52255 0.543
C 0.06833 -1.17178 -1.52015 -0.655
C 0.50578 0.08545 -0.70831 -0.596
Cl 2.35435 0.18348 -0.61990 0.459
H -0.97014 -1.33438 -1.80865 0.066
H 0.66864 -1.09165 -2.42641 0.058
H 0.08946 -0.02785 0.29266 0.051
H 0.13760 1.06156 -1.02408 0.064
Cl 9.31901 -0.42870 -0.24578 0.473
C 8.95653 1.31112 -0.76231 -0.615
C 7.55564 1.72788 -0.20862 -0.591
Cl 7.76588 1.63714 1.61466 0.474
H 8.85546 1.46274 -1.83696 0.067
H 9.79135 1.94363 -0.46048 0.061
H 6.88774 0.93435 -0.54376 0.056
H 7.18085 2.67423 -0.59856 0.074
N 6.24534 -5.88196 -0.81297 0.051
C 5.70284 -4.70506 -0.30898 -0.129
C 4.65170 -4.62253 0.59896 -0.075
C 4.03251 -5.84256 0.88951 -0.077
C 4.47372 -7.08102 0.31947 -0.062
C 5.62573 -7.01872 -0.47949 -0.175
H 6.10585 -3.78494 -0.70569 0.094
H 4.17732 -3.68283 0.84043 0.097
H 3.12179 -5.98388 1.45256 0.092
H 3.90409 -7.97587 0.52237 0.091
H 6.09104 -7.95613 -0.74622 0.095
N -1.16365 -3.99918 7.14730 0.063
C -1.13163 -4.21350 5.75564 -0.118
C -0.85118 -3.23323 4.83284 -0.113
C -0.39465 -2.05234 5.26101 -0.101
C -0.26761 -1.75913 6.63150 -0.065
C -0.69290 -2.75520 7.48995 -0.163
H -1.50668 -5.18537 5.47067 0.095
H -0.70257 -3.43971 3.78323 0.106
H -0.20218 -1.16441 4.67711 0.105
H 0.15860 -0.83669 6.99737 0.098
H -0.79575 -2.51579 8.53806 0.094
N -4.34342 -0.20439 0.79887 0.056
C -5.47235 0.30566 0.23916 -0.149
C -6.73847 -0.23204 0.48590 -0.076
C -6.88803 -1.21109 1.45505 -0.091
C -5.78714 -1.66784 2.09742 -0.098
C -4.56501 -1.11941 1.79610 -0.142
H -5.43174 1.12494 -0.46336 0.095
H -7.58291 0.17012 -0.05409 0.098
H -7.84879 -1.61674 1.73576 0.108
H -5.79121 -2.34635 2.93768 0.107
H -3.66498 -1.48288 2.26964 0.096
N -4.64482 -5.58881 -5.74755 0.072
C -3.79254 -5.65398 -4.72480 -0.171
C -3.58047 -4.60593 -3.84998 -0.075
C -4.46225 -3.52827 -3.88719 -0.070
C -5.49543 -3.54070 -4.81306 -0.114
C -5.59822 -4.57835 -5.62809 -0.149
H -3.07667 -6.46164 -4.68486 0.101
H -2.76917 -4.70500 -3.14403 0.098
H -4.48255 -2.75327 -3.13528 0.100
H -6.29039 -2.83345 -4.62804 0.107
H -6.43594 -4.62043 -6.30843 0.101
N -2.49726 5.85087 0.35800 0.049
C -3.37765 4.92903 0.83978 -0.174
C -4.51918 5.15477 1.52052 -0.102
C -4.90685 6.47435 1.69810 -0.070
C -4.12258 7.51971 1.09034 -0.052
C -2.90781 7.15767 0.42232 -0.126
H -3.00928 3.92532 0.68723 0.099
H -5.13179 4.39190 1.97781 0.103
H -5.80524 6.80976 2.19489 0.096
H -4.37426 8.56047 1.23133 0.085
H -2.24747 7.82973 -0.10558 0.092
N -0.13959 3.18168 3.97472 0.045
C -0.67074 3.61831 5.20126 -0.128
C 0.07374 3.55738 6.37145 -0.094
C 1.39097 3.03611 6.35733 -0.064
C 1.96650 2.60487 5.11771 -0.063
C 1.13855 2.67046 3.98500 -0.154
H -1.67434 4.01714 5.21243 0.093
H -0.38833 3.98573 7.24861 0.093
H 2.01381 3.11732 7.23589 0.093
H 3.00457 2.32037 5.02915 0.093
H 1.49510 2.48758 2.98208 0.091
```

The SMILES is c1ccncc1.c1ccncc1.c1ccncc1.c1ccncc1.c1ccncc1.c1ccncc1.ClCCCl.ClCCCl.ClCCCl.ClCCCl. As for the HOMO-LUMO gap: 9.54 eV. For the energy relative to the best compared isomer or geometry (same formula, charge and spin), the calculation gives 94.9 kcal per mole. As for the total energy: -149267.8581 eV. The value obtained for the lowest unoccupied orbital energy is 0.006 Eh. For the HOMO energy, the calculation gives -0.3441 hartree.